Record 1
{
  "formula": "C31H32BF4N7OS2Ti",
  "method": "the ωB97M-V functional and the def2-TZVPD basis",
  "relative_energy_kcal_mol": 33.7,
  "orbital_gap_ev": [4.44, 7.34],
  "multiplicity": 2,
  "total_charge": -1,
  "e_lumo_ev": [2.4167, 2.4049],
  "symbols": ["Ti", "S", "C", "N", "C", "C", "C", "C", "C", "C", "S", "H", "H", "H", "H", "C", "C", "C", "C", "C", "C", "C", "C", "N", "H", "H", "H", "H", "H", "H", "H", "H", "H", "F", "B", "F", "F", "F", "C", "N", "C", "C", "N", "H", "H", "H", "H", "H", "H", "C", "C", "C", "C", "C", "N", "C", "O", "N", "C", "C", "C", "C", "N", "C", "C", "C", "H", "H", "H", "H", "H", "H", "H", "H", "H", "H", "H", "H", "H"],
  "xyz": [[0.333, -0.221, -0.176], [-2.117, 0.661, 1.126], [-2.471, -0.276, -0.222], [-1.533, -0.865, -0.935], [-2.033, -1.649, -1.977], [-1.286, -2.441, -2.842], [-1.950, -3.167, -3.819], [-3.339, -3.116, -3.938], [-4.088, -2.342, -3.066], [-3.424, -1.618, -2.085], [-4.082, -0.599, -0.836], [-0.212, -2.485, -2.741], [-1.376, -3.785, -4.497], [-3.838, -3.687, -4.712], [-5.169, -2.305, -3.144], [3.190, -1.903, 2.065], [2.029, -2.807, 2.394], [2.190, -3.869, 3.279], [1.137, -4.717, 3.587], [-0.100, -4.491, 2.995], [-0.295, -3.442, 2.106], [-1.632, -3.220, 1.456], [0.780, -2.591, 1.797], [0.598, -1.553, 0.887], [3.876, -1.838, 2.914], [2.847, -0.908, 1.798], [3.749, -2.268, 1.199], [3.164, -4.026, 3.733], [1.276, -5.542, 4.275], [-0.938, -5.142, 3.223], [-2.374, -3.912, 1.857], [-1.570, -3.368, 0.374], [-1.981, -2.198, 1.612], [3.304, -0.389, -2.790], [2.704, -0.976, -1.690], [2.806, -0.136, -0.537], [3.146, -2.256, -1.446], [1.233, -0.994, -1.900], [3.345, 3.547, 1.052], [2.924, 2.425, 1.894], [3.890, 1.840, 2.826], [1.870, 1.737, 1.537], [0.951, 1.160, 1.155], [3.717, 4.349, 1.689], [2.485, 3.901, 0.488], [4.126, 3.238, 0.356], [4.142, 2.571, 3.594], [4.795, 1.547, 2.293], [3.459, 0.960, 3.293], [-2.106, 2.266, -6.279], [-0.699, 2.407, -5.750], [-0.165, 3.650, -5.426], [1.127, 3.780, -4.935], [1.906, 2.653, -4.732], [3.223, 2.743, -4.218], [3.713, 3.551, -3.218], [4.915, 3.788, -3.129], [2.806, 4.137, -2.371], [1.540, 3.600, -1.955], [0.432, 4.462, -1.854], [-0.813, 3.820, -1.610], [-0.883, 2.474, -1.427], [0.218, 1.625, -1.402], [1.420, 2.261, -1.718], [1.390, 1.402, -5.054], [0.108, 1.287, -5.565], [-2.620, 3.229, -6.289], [-2.691, 1.579, -5.663], [-2.110, 1.873, -7.300], [-0.774, 4.540, -5.552], [1.523, 4.756, -4.677], [3.914, 2.112, -4.585], [3.274, 4.763, -1.736], [0.523, 5.525, -2.042], [-1.737, 4.389, -1.615], [-1.846, 2.004, -1.295], [2.287, 1.636, -1.856], [1.985, 0.518, -4.859], [-0.287, 0.299, -5.785]]
}

---

Record 2
{
  "formula": "C31H32Cl4N7O2PTeTi",
  "method": "the ωB97M-V functional and the def2-TZVPD basis",
  "relative_energy_kcal_mol": 28.9,
  "orbital_gap_ev": [5.47, 5.53],
  "multiplicity": 2,
  "total_charge": -1,
  "e_lumo_ev": [2.2354, 2.2201],
  "symbols": ["Ti", "C", "C", "C", "C", "C", "C", "C", "N", "N", "C", "C", "C", "C", "C", "C", "N", "C", "C", "C", "C", "C", "C", "N", "H", "H", "H", "H", "H", "H", "H", "H", "H", "H", "H", "H", "H", "H", "H", "H", "H", "H", "H", "H", "Cl", "C", "C", "Cl", "C", "Cl", "C", "O", "C", "O", "C", "Cl", "Te", "C", "N", "C", "N", "C", "N", "C", "P", "C", "C", "H", "H", "H", "H", "H", "H", "H", "H", "H", "H", "H", "H"],
  "xyz": [[-0.457, -0.778, 0.821], [2.656, -2.782, 0.398], [2.778, -2.253, -1.023], [2.847, -0.748, -1.116], [3.087, -0.135, -2.347], [3.175, 1.242, -2.403], [3.011, 1.974, -1.233], [2.749, 1.280, -0.065], [2.673, -0.047, -0.005], [1.282, -2.762, 0.897], [0.474, -3.796, 0.265], [-0.941, -3.757, 0.770], [-1.610, -4.913, 1.136], [-2.928, -4.842, 1.555], [-3.546, -3.600, 1.542], [-2.814, -2.493, 1.174], [-1.510, -2.542, 0.848], [1.291, -2.875, 2.362], [1.388, -1.515, 2.987], [1.940, -1.352, 4.212], [1.837, -0.061, 4.859], [1.109, 0.901, 4.285], [0.418, 0.671, 2.993], [0.797, -0.523, 2.260], [3.253, -2.155, 1.060], [3.041, -3.814, 0.447], [1.926, -2.585, -1.620], [3.680, -2.661, -1.488], [3.179, -0.739, -3.241], [3.358, 1.743, -3.346], [3.091, 3.053, -1.231], [2.591, 1.799, 0.876], [0.895, -4.803, 0.416], [0.455, -3.598, -0.810], [-1.090, -5.861, 1.091], [-3.457, -5.729, 1.878], [-4.586, -3.486, 1.813], [-3.272, -1.513, 1.147], [2.095, -3.532, 2.718], [0.346, -3.313, 2.694], [2.411, -2.189, 4.712], [2.333, 0.102, 5.809], [0.952, 1.866, 4.752], [0.517, 1.549, 2.362], [-2.422, -2.542, -5.308], [-2.305, -1.730, -3.784], [-3.400, -1.067, -3.262], [-4.901, -1.029, -4.124], [-3.293, -0.431, -2.015], [-4.643, 0.397, -1.313], [-2.109, -0.460, -1.299], [-1.939, 0.086, -0.110], [-0.960, -1.119, -1.842], [0.119, -1.082, -1.107], [-1.096, -1.751, -3.072], [0.288, -2.590, -3.706], [-1.789, 0.360, 3.111], [-0.971, 5.268, -0.019], [-1.966, 4.287, -0.425], [-1.839, 4.060, -1.860], [-0.496, 3.662, -2.282], [0.459, 4.650, -1.795], [0.400, 4.889, -0.355], [0.810, 3.693, 0.391], [-0.216, 2.146, 0.062], [-1.838, 3.040, 0.334], [-0.170, 2.319, -1.796], [-1.043, 5.423, 1.060], [-1.191, 6.211, -0.528], [-2.093, 4.990, -2.377], [-2.548, 3.285, -2.160], [0.251, 5.598, -2.300], [1.468, 4.324, -2.060], [0.747, 3.913, 1.462], [1.861, 3.491, 0.161], [-1.918, 3.255, 1.402], [-2.656, 2.368, 0.077], [-0.866, 1.606, -2.241], [0.836, 2.050, -2.135]]
}

---

Let's list calculated total energy in order: -3729.63968, -5034.02908 Ha.
Let's list molar mass in order: 717.45, 882.90 g/mol.